169
Properties=species:S:1:pos:R:3:forces:R:3:lowdin_charge:R:1 method="wB97M-V/def2-TZVPD" charge=-2 total_energy_ev=-142460.0320 gap_ev=1.4
C 4.2489 -5.1194 -1.8509 0.39 -0.48 -1.03 -0.09
C 2.7884 -5.1243 -1.4775 0.63 -0.39 -0.18 -0.28
O 2.7991 -4.8242 -0.1153 -0.09 -0.70 -0.10 -0.20
C 1.5771 -4.5453 0.5165 -0.37 0.42 -0.01 -0.11
C 1.8627 -3.2425 1.2993 0.11 1.02 -0.51 -0.24
C 2.8365 -2.5518 0.2486 1.58 1.37 -1.16 -0.62
O 2.2608 -2.2302 -0.8158 -0.62 -0.48 0.35 -0.01
O 4.0551 -2.2972 0.4557 -0.39 -0.64 0.86 -0.04
O 0.7749 -2.3294 1.3307 -0.44 -0.64 0.82 -0.22
P 0.7813 -1.1635 2.5553 -1.97 0.11 -0.59 0.63
C -0.7016 -0.3109 1.6432 0.14 0.09 0.17 -0.23
C -1.2164 -1.0199 0.3753 -1.46 1.75 -0.34 -0.20
C -2.4487 -0.1958 -0.1718 0.50 -0.95 -0.37 -0.19
C -3.7372 -0.3024 0.6595 0.07 0.30 -0.69 -0.19
C -4.2515 -1.7172 0.9287 0.29 0.40 1.13 -0.21
O -5.3736 -1.6358 1.8328 0.19 -0.36 -0.27 -0.21
C -4.9290 -1.7284 3.1721 -0.70 0.09 0.37 -0.14
C -0.6765 -2.0341 3.6509 0.93 -0.42 0.61 -0.23
O -1.3902 -1.2353 4.6913 -0.52 -0.29 -0.69 -0.20
N -2.3848 -2.0136 5.1807 0.27 0.23 0.32 -0.10
O -2.7742 -1.6185 6.2335 -0.19 0.09 -0.18 -0.01
C 2.1506 -0.0288 1.7971 0.66 0.02 -0.63 -0.14
C 1.9782 0.5243 0.3663 -0.43 -0.54 -0.32 -0.22
C 1.7315 2.0538 0.3723 0.95 -9.48 -8.02 -0.13
F 3.2225 0.4208 -0.2950 0.18 0.21 -0.04 -0.02
P 0.9384 0.3389 4.3057 -1.21 -0.52 0.87 1.04
C 0.3300 1.9983 3.9344 -6.93 -2.59 4.17 -0.38
C 2.5553 0.2794 5.1925 0.56 0.88 -0.19 -0.29
O 1.8834 -2.1920 3.4329 -0.68 0.13 0.50 -0.25
C 2.2980 -3.3684 2.8035 2.02 0.92 -1.05 -0.37
C 3.8319 -3.1971 3.0262 0.49 -0.92 -0.23 -0.07
C 4.8079 -4.1590 2.3739 1.05 0.30 -0.47 -0.41
C 6.2578 -3.6512 2.3174 -0.60 -0.38 -0.09 -0.05
N 4.6137 -5.3156 1.8783 -0.58 0.38 0.69 0.15
N 1.8269 -4.6347 3.3896 -0.22 -0.26 1.00 -0.01
C 2.5869 -5.2176 4.4859 0.12 -0.29 0.98 -0.08
C 0.4537 -4.8473 3.5746 -1.49 0.41 0.42 -0.47
C -0.1373 -5.0256 5.0027 0.38 -0.20 -0.26 -0.02
O -0.3802 -4.8478 2.6966 0.61 0.01 -0.57 0.08
H 4.8435 -5.7282 -1.1599 -0.11 0.29 0.04 0.08
H 4.3780 -5.5630 -2.8493 -0.03 0.06 0.10 0.06
H 4.6395 -4.1005 -1.9268 -0.14 -0.14 0.41 0.07
H 2.3484 -6.1276 -1.6403 -0.04 0.17 -0.05 0.12
H 2.2908 -4.3924 -2.1301 -0.35 0.09 0.60 0.12
H 0.8324 -4.3102 -0.2508 -0.20 0.01 0.35 0.14
H 1.2887 -5.4066 1.1228 -0.19 0.20 -0.04 0.11
H -0.5117 0.7578 1.4502 0.11 -0.22 -0.29 0.07
H -1.5882 -0.2859 2.2998 0.51 0.04 0.27 0.07
H -1.6390 -2.0070 0.5804 0.78 -0.11 0.00 0.10
H -0.5217 -1.0278 -0.4659 0.28 -0.50 0.43 0.10
H -2.6291 -0.6053 -1.1843 -0.20 0.16 0.21 0.10
H -2.1512 0.8513 -0.3250 -0.20 -0.10 0.21 0.09
H -4.5306 0.2351 0.1176 0.07 -0.05 0.24 0.10
H -3.5923 0.2268 1.6076 -0.13 -0.17 -0.04 0.10
H -4.5569 -2.2734 0.0367 -0.01 0.23 0.02 0.12
H -3.4886 -2.2963 1.4713 0.01 -0.05 -0.49 0.10
H -4.3360 -0.8546 3.4754 0.13 -0.22 -0.10 0.08
H -5.8220 -1.7492 3.8128 0.14 0.07 -0.19 0.08
H -4.3800 -2.6592 3.3676 0.13 0.22 -0.14 0.08
H -1.4248 -2.5354 3.0301 0.13 0.01 0.13 0.08
H -0.1445 -2.7191 4.3139 -0.21 -0.18 -0.56 0.04
H 3.1111 -0.5682 1.7852 -0.35 -0.10 -0.14 0.09
H 2.3602 0.8451 2.4285 -0.17 -1.01 -0.30 0.05
H 1.2643 -0.0072 -0.2632 0.20 -0.23 0.23 0.12
H 2.4956 2.5083 1.0117 -3.92 -4.87 -3.10 -0.06
H 0.7143 2.3187 0.6729 -0.27 -4.96 -3.04 0.03
H 1.9131 2.3942 -0.6570 0.50 -2.26 -0.65 0.15
H -0.6872 1.9153 3.5329 -1.53 -0.69 0.74 0.04
H 0.9303 2.5949 3.1845 -7.53 -1.41 3.93 -0.09
H 0.2659 2.6146 4.8446 -0.01 -0.18 -0.18 0.08
H 2.6892 -0.6895 5.6736 -0.13 0.02 -0.16 0.02
H 2.5635 1.0687 5.9616 -0.13 -0.26 -0.13 0.03
H 3.4209 0.5119 4.5394 -0.35 -0.37 0.22 0.04
H 4.0954 -2.2017 2.6688 -0.24 -0.29 -0.13 0.10
H 4.0639 -3.1631 4.1052 -0.31 -0.18 -0.12 0.13
H 6.2883 -2.5784 2.1118 0.04 -0.10 0.24 0.07
H 6.7533 -4.1800 1.4983 -0.03 0.04 0.14 0.05
H 6.7593 -3.9349 3.2530 0.04 0.37 -0.09 0.07
H 3.6113 -5.5097 1.9509 0.15 -0.32 -0.19 0.04
H 2.5189 -4.6385 5.4235 0.06 -0.07 -0.21 0.09
H 2.1843 -6.2194 4.6917 -0.01 0.27 -0.02 0.09
H 3.6469 -5.3910 4.2945 -0.23 0.28 -0.48 0.08
H -0.1926 -6.0995 5.2224 0.24 0.21 0.29 0.08
H 0.4062 -4.4533 5.7601 0.07 -0.41 0.02 0.07
H -1.1646 -4.6535 4.9965 0.21 -0.04 -0.33 0.07
C -5.6906 4.6245 -1.8263 0.00 -0.26 0.08 0.06
C -4.9493 4.0397 -0.8887 -2.09 -1.45 -1.54 0.00
C -5.5703 3.2058 0.1711 -0.91 -1.15 -0.86 -0.34
O -4.8962 2.6732 1.0222 -1.55 -2.11 -0.72 0.07
C -7.0427 3.0469 0.1425 0.02 0.33 0.07 0.04
C -7.7810 3.6316 -0.7964 0.09 0.19 0.24 0.00
C -7.1633 4.4642 -1.8511 -0.02 0.21 -0.07 -0.38
O -7.8397 4.9962 -2.7130 0.04 -0.12 0.03 0.08
H -5.2594 5.2366 -2.6084 -0.01 0.06 -0.03 0.13
H -3.8718 4.1408 -0.8524 -1.82 -1.39 -2.01 0.07
H -7.4751 2.4316 0.9203 0.06 -0.06 -0.01 0.13
H -8.8566 3.5260 -0.8356 0.00 -0.01 -0.05 0.12
C -8.7720 -1.3994 -4.0957 -0.03 -0.02 0.10 0.02
C -8.7135 -0.8875 -2.8688 -0.04 -0.10 -0.08 0.03
C -8.2218 0.4930 -2.6346 0.06 -0.03 0.08 -0.35
O -8.1654 0.9578 -1.5159 -0.18 -0.28 -0.21 0.11
C -7.8000 1.2799 -3.8186 0.03 0.03 -0.04 0.05
C -7.8594 0.7665 -5.0437 -0.09 -0.01 0.05 0.02
C -8.3496 -0.6109 -5.2780 0.01 -0.02 -0.07 -0.38
O -8.4033 -1.0777 -6.3988 0.01 0.01 0.03 0.09
H -9.1254 -2.4045 -4.2882 0.02 0.00 -0.04 0.12
H -9.0157 -1.4459 -1.9919 0.04 0.03 0.03 0.12
H -7.4435 2.2849 -3.6319 0.01 0.00 -0.02 0.11
H -7.5547 1.3247 -5.9160 0.01 0.00 0.01 0.10
C -3.7234 6.5686 -0.5308 0.65 0.19 0.13 0.01
C -3.0032 5.4440 -0.4813 1.38 2.46 0.46 -0.03
C -3.2509 4.4202 0.5515 2.91 -0.54 2.32 -0.43
O -2.5917 3.3914 0.5998 0.33 1.27 0.05 0.11
C -4.3262 4.6869 1.5239 0.40 1.89 1.64 -0.01
C -5.0467 5.8125 1.4742 0.23 0.12 0.10 0.04
C -4.7999 6.8372 0.4429 -0.30 0.19 0.02 -0.39
O -5.4585 7.8659 0.3952 0.17 -0.22 -0.04 0.07
H -3.5541 7.3303 -1.2815 -0.01 -0.02 -0.01 0.13
H -2.2111 5.2320 -1.1898 0.07 -0.06 0.00 0.15
H -4.4949 3.9235 2.2733 0.46 0.78 0.38 0.15
H -5.8389 6.0235 2.1814 0.04 0.04 0.04 0.13
C 8.5490 -2.2760 -1.4172 0.20 0.18 0.20 0.02
C 7.7749 -3.2977 -1.7388 -0.11 -0.19 0.24 0.04
C 7.5126 -3.6454 -3.1477 -0.04 0.33 0.30 -0.38
O 6.7641 -4.5533 -3.4041 0.00 -0.47 -0.67 0.11
C 8.1676 -2.8176 -4.1970 0.21 0.18 0.04 0.03
C 8.9661 -1.7993 -3.8688 -0.22 -0.25 -0.14 0.02
C 9.2062 -1.4497 -2.4480 -0.52 -0.45 0.07 -0.40
O 9.9063 -0.5212 -2.1285 0.78 0.52 -0.13 0.07
H 8.7351 -1.9955 -0.3882 -0.01 0.06 -0.01 0.13
H 7.2795 -3.9077 -0.9938 -0.11 0.01 -0.04 0.12
H 7.9590 -3.0861 -5.2247 -0.03 -0.02 0.00 0.12
H 9.4555 -1.1799 -4.6097 -0.01 0.04 0.02 0.12
C 0.6205 3.0172 1.8402 -1.35 5.51 9.24 -0.16
C 0.5459 3.5333 0.6098 -0.12 3.70 -1.30 0.03
C 1.7682 3.9255 -0.1282 1.02 2.61 -0.38 -0.44
O 1.7028 4.4012 -1.2427 -0.28 1.17 -1.11 0.04
C 3.0898 3.7330 0.5365 2.29 4.77 0.07 -0.02
C 3.1737 3.2188 1.7625 2.41 3.95 4.77 -0.02
C 1.9437 2.8172 2.5167 3.63 4.05 -6.23 -0.39
O 2.0224 2.3517 3.6345 12.73 1.18 3.73 -0.14
H -0.2598 2.7228 2.3979 -0.64 1.03 -1.81 0.08
H -0.3951 3.6861 0.1003 -0.10 -0.10 -0.03 0.15
H 3.9618 4.0341 -0.0302 -0.08 0.22 -0.03 0.13
H 4.1156 3.0718 2.2668 -0.25 0.18 0.37 0.12
C -5.1619 3.6821 -8.2902 0.03 0.07 -0.10 0.02
C -4.9089 3.5237 -9.5867 -0.02 0.06 0.10 0.02
C -4.8409 2.1740 -10.1978 0.04 -0.03 -0.10 -0.39
O -4.6090 2.0308 -11.3799 -0.02 0.02 0.02 0.10
C -5.0666 1.0081 -9.3102 -0.03 -0.03 0.10 0.03
C -5.3197 1.1656 -8.0133 0.00 -0.07 -0.07 0.03
C -5.3878 2.5156 -7.4030 0.05 0.00 0.09 -0.38
O -5.6214 2.6613 -6.2215 0.00 0.06 -0.06 0.10
H -5.2152 4.6578 -7.8243 0.00 -0.02 0.05 0.12
H -4.7419 4.3619 -10.2511 0.01 -0.03 -0.03 0.12
H -5.0136 0.0321 -9.7751 0.01 0.02 -0.03 0.12
H -5.4868 0.3263 -7.3497 -0.01 0.02 0.02 0.12
C 6.0210 2.1253 -0.2898 0.30 0.03 0.00 0.05
C 6.2253 2.8817 0.7904 0.50 -0.15 -0.22 0.02
C 7.5963 3.0764 1.3421 -0.23 -0.04 -0.07 -0.38
O 7.7843 3.7628 2.3273 0.09 0.00 -0.02 0.08
C 8.7312 2.4119 0.6414 -0.15 0.05 0.04 0.01
C 8.5358 1.6627 -0.4397 0.06 0.05 -0.04 0.02
C 7.1673 1.4563 -0.9865 -0.42 0.08 0.20 -0.35
O 6.9851 0.7697 -1.9670 0.09 0.00 -0.12 0.12
H 5.0361 1.9614 -0.7112 0.01 -0.16 0.02 0.11
H 5.4191 3.3812 1.3110 0.48 0.02 -0.16 0.07
H 9.7163 2.5779 1.0593 -0.01 0.03 0.05 0.11
H 9.3431 1.1725 -0.9762 -0.16 0.07 0.13 0.09